Density functional theory data (ωB97M-V/def2-TZVPD) for a structure of composition C8H14N2O2 at a distorted geometry.

spin multiplicity = 1
LUMO level (spin up / spin down) = -9.04 / -9.04 eV
ΔE to the lowest compared entry with this formula, charge and spin = 113.8 kcal per mole
HOMO energy (spin up / spin down) = -16.318 / -16.316 eV
M = 170.2 g mol⁻¹
net charge = +2
Kohn-Sham gap (spin up / spin down) = 7.28 / 7.28 eV

Last column: Mulliken charge in e.
Geometry (Å):
O  0.00994  0.61707  0.57089  -0.15
O  -1.17276  1.13039  -1.71825  -0.42
N  0.67859  -2.66045  -0.77235  -0.44
N  -0.62975  -1.96100  -2.82554  -0.39
C  -0.21309  3.30576  2.93072  -0.67
C  -0.35122  -0.33688  -0.17543  0.38
C  -1.75770  -1.14070  -2.25530  -0.85
C  -0.03799  -1.71822  0.24283  -1.03
C  -1.20921  0.01593  -1.38952  0.60
C  2.07763  2.67029  2.06134  -1.08
C  -0.03280  1.38564  1.49480  0.41
C  0.57684  2.46987  2.16832  0.56
H  0.03276  -2.48576  -1.90599  0.38
H  -1.22576  -2.70675  -3.05639  0.35
H  2.29123  2.03415  1.16883  0.34
H  0.65641  -1.71411  1.11762  0.47
H  0.48257  4.16003  3.24376  0.26
H  -1.20504  3.34055  3.24522  0.42
H  2.57171  2.37157  2.96844  0.33
H  2.20493  3.75223  1.83441  0.43
H  -2.34084  -0.69951  -2.99035  0.48
H  0.50252  -3.58904  -0.34500  0.33
H  -0.17278  -1.63630  -3.67787  0.29
H  -2.40623  -1.98072  -1.76284  0.36
H  1.59999  -2.36974  -0.86755  0.30
H  -0.92994  -2.25433  0.69517  0.35

Force components x, y, z for each atom (eV/Å):
O 0.3 1.1 0.9
O -0.9 3.5 -1.3
N -4.4 0.0 1.6
N -0.8 0.5 0.3
C 4.3 1.0 -0.6
C -1.1 -2.6 -2.4
C 0.3 -1.5 2.3
C 1.1 -1.7 1.8
C 1.9 -3.2 1.6
C -1.2 0.3 -2.0
C -0.9 1.5 1.3
C -1.0 -0.5 0.5
H 0.5 0.8 0.0
H -0.1 -1.9 -1.4
H 1.0 0.8 0.8
H -0.5 0.4 -0.5
H -1.6 -0.9 0.0
H -1.7 -0.4 0.1
H 0.3 -0.2 0.2
H 0.5 -0.8 0.1
H -1.0 0.8 -1.6
H 1.1 0.5 -0.6
H -0.1 0.3 0.2
H 1.0 2.1 -0.2
H 2.3 0.0 0.0
H 0.7 0.5 -1.0

Density functional theory data (ωB97M-V/def2-TZVPD) for the molecule C8H14N2O2S at a distorted geometry.

spin multiplicity = 1
LUMO level = 0.81 eV
ΔE to the lowest compared entry with this formula, charge and spin = 98.2 kcal per mole
HOMO energy = -7.783 eV
M = 202.3 g mol⁻¹
SMILES string = CC1=CCC=CN1S(=O)(=O)N(C)C
Kohn-Sham gap = 8.59 eV

Last column: Mulliken charge in e.
Geometry (Å):
S  -1.05667  -1.03926  0.59648  1.12
O  -1.38967  -2.34461  0.07841  -0.71
O  -1.23941  -0.75530  1.93893  -0.62
N  0.58625  -0.72412  0.13586  0.09
N  -1.92641  0.10035  -0.33613  0.05
C  1.22524  0.23784  0.85554  1.24
C  3.52356  -0.67222  0.30480  -0.28
C  2.73956  -1.65161  -0.47263  -0.71
C  -2.13913  -0.23153  -1.72609  -1.03
C  1.39082  -1.77735  -0.38338  -0.22
C  0.36701  1.26218  1.51408  -1.74
C  -3.07803  0.38228  0.48050  -1.03
C  2.57762  0.38670  0.82610  -0.82
H  4.15128  -1.20983  1.07080  0.31
H  -2.53435  -1.26434  -1.80573  0.38
H  -3.73097  0.80696  -0.28932  0.47
H  -2.80532  0.41963  -2.12860  0.42
H  0.86209  2.10199  1.74016  0.61
H  3.38352  -2.46996  -0.78650  0.31
H  -3.62735  -0.57542  0.80780  0.35
H  -2.99882  1.24480  1.26297  0.17
H  -0.00542  0.78217  2.49779  0.29
H  0.81257  -2.59618  -0.90019  0.30
H  -0.60406  1.46617  0.88380  0.20
H  3.01912  1.28603  1.26935  0.28
H  4.23828  -0.12407  -0.37101  0.24
H  -1.21284  -0.06405  -2.22770  0.32

Force components x, y, z for each atom (eV/Å):
S 1.1 -1.6 -5.2
O 0.5 0.5 0.3
O -0.7 0.2 2.8
N -1.9 -2.2 0.1
N 1.8 -0.5 2.6
C 2.5 2.7 0.2
C 0.5 1.7 -0.5
C -1.1 -1.4 1.1
C 1.2 -2.6 1.5
C 0.5 -0.6 -1.7
C -4.1 -3.2 0.2
C -2.8 1.0 -0.3
C -0.7 -0.5 0.8
H -0.6 0.7 -0.4
H 0.4 0.4 -0.4
H -0.5 0.1 0.4
H -2.1 2.0 -1.0
H 1.9 3.1 0.6
H -0.7 -0.2 -0.7
H 0.8 1.6 0.1
H 0.3 -2.1 -1.1
H 0.6 1.2 -1.5
H 0.8 1.0 0.8
H 2.1 0.0 1.3
H -0.4 -0.4 0.0
H -0.2 -0.7 0.5
H 0.7 -0.4 -0.6

Density functional theory data (ωB97M-V/def2-TZVPD) for the molecule C8H14N2O2S2 at a distorted geometry.

spin multiplicity = 1
LUMO level = 0.62 eV
ΔE to the lowest compared entry with this formula, charge and spin = 109.4 kcal per mole
HOMO energy = -7.915 eV
M = 234.3 g mol⁻¹
SMILES string = C=[S@](=O)(c1scc(N)c1O)N(C)CC
Kohn-Sham gap = 8.54 eV

Last column: Mulliken charge in e.
Geometry (Å):
S  1.89520  1.49408  0.11620  -0.18
S  -1.09503  0.31784  -1.10713  1.02
O  -1.49848  1.40123  2.03299  -0.60
O  -2.37172  0.48012  -0.44778  -0.82
N  -0.66455  -1.29916  -1.03793  0.12
N  0.55073  2.53227  3.66458  -0.51
C  1.98449  2.19399  1.70026  -0.78
C  0.79844  2.13460  2.36693  0.28
C  0.23618  1.11334  0.36343  0.01
C  -1.07498  -1.94798  0.18707  -0.88
C  0.70129  -1.57290  -1.44312  -0.38
C  0.80685  -2.89523  -2.19365  -1.37
C  -0.23149  1.52130  1.56650  0.39
C  -1.12869  0.77833  -2.70460  -0.96
H  1.36436  -1.58346  -0.56644  0.33
H  -2.05875  1.07304  1.30663  0.39
H  -1.04901  -3.02697  0.05113  0.30
H  -0.43088  2.66654  3.85405  0.27
H  0.50157  -3.72523  -1.56314  0.33
H  1.02385  -0.76039  -2.09473  0.37
H  0.17250  -2.87586  -3.07512  0.30
H  -0.15863  0.77626  -3.17150  0.29
H  1.83603  -3.05658  -2.50090  0.41
H  -2.09574  -1.64575  0.40211  0.35
H  2.91741  2.59748  2.03876  0.40
H  -1.64795  1.71980  -2.79486  0.34
H  1.14576  3.26223  4.02123  0.24
H  -0.42875  -1.67295  1.02901  0.35

Force components x, y, z for each atom (eV/Å):
S -0.3 0.0 0.2
S 1.5 0.4 0.4
O 0.1 0.1 0.2
O -0.3 0.2 0.4
N -0.3 0.8 -0.3
N -0.2 0.0 0.3
C -0.2 -0.2 -0.3
C 0.1 -0.1 -0.4
C -1.6 -1.0 -2.2
C -0.2 0.1 0.5
C 0.4 -0.2 -0.2
C -0.1 0.3 0.1
C 0.0 -0.1 0.0
C 0.5 -0.3 1.4
H -0.1 0.1 -0.1
H 0.0 0.0 0.0
H 0.0 0.0 -0.1
H 0.0 0.1 0.1
H 0.0 -0.1 0.0
H 0.2 0.0 0.0
H -0.1 0.0 -0.1
H 0.2 -0.2 -0.3
H 0.1 -0.1 0.0
H 0.0 -0.2 0.1
H 0.2 0.1 0.2
H -0.2 0.2 0.1
H -0.1 0.0 0.0
H 0.0 0.0 0.1

Density functional theory data (ωB97M-V/def2-TZVPD) for a structure of composition C8H14N2O6Sc at a distorted geometry.

spin multiplicity = 1
LUMO level = -3.44 eV
ΔE to the lowest compared entry with this formula, charge and spin = 3.9 kcal per mole
HOMO energy = -13.279 eV
M = 279.2 g mol⁻¹
net charge = +1
Kohn-Sham gap = 9.84 eV

Last column: Mulliken charge in e.
Geometry (Å):
Sc  -0.20461  -0.47495  0.12289  1.14
O  -0.19443  -2.25036  -0.72098  -0.73
O  1.63574  -0.46204  0.55171  -0.59
O  -2.03102  -0.37352  0.66799  -0.56
O  -2.08871  -2.19055  1.98865  -0.64
O  -0.09215  1.68704  -0.17249  -0.48
O  2.54244  -2.11600  1.79234  -0.58
N  -1.14587  -4.13315  -0.00652  -0.25
N  -0.04609  0.27744  2.34996  0.13
C  0.21029  1.72925  2.24859  -0.72
C  -1.95244  -0.99260  1.83496  0.78
C  0.93167  -4.27331  -1.27324  -1.02
C  -0.52994  2.33231  1.07211  -0.52
C  1.09661  -0.52867  2.85977  -0.71
C  -1.37777  -0.09075  2.90935  -0.71
C  1.87615  -1.12689  1.68392  0.65
C  -0.18407  -3.52092  -0.64278  0.73
H  -0.36516  3.40220  0.99862  0.47
H  0.91537  -5.33003  -1.01883  0.39
H  -1.30932  -0.61505  3.85681  0.44
H  0.73643  -1.35270  3.46951  0.34
H  1.27958  1.86144  2.10249  0.42
H  -1.80719  -3.58170  0.54827  0.25
H  1.86576  -3.82309  -0.93864  0.28
H  1.78392  0.06151  3.46612  0.48
H  0.87009  -4.15438  -2.35623  0.30
H  -1.13550  -5.13553  0.09002  0.23
H  -2.00510  0.79121  3.02219  0.37
H  -1.59506  2.14453  1.13264  0.30
H  0.75746  2.06837  -0.44206  0.38
H  -0.07477  2.24608  3.16837  0.42

Force components x, y, z for each atom (eV/Å):
Sc 0.3 1.2 -1.7
O 0.0 -1.0 -0.3
O 1.6 -0.5 0.8
O -1.4 -0.3 1.1
O -0.1 0.0 0.0
O 0.0 0.4 0.1
O 0.1 0.0 0.0
N -0.2 -0.1 0.4
N -0.1 -0.3 0.1
C 0.0 -0.2 0.0
C -0.5 0.0 -0.1
C -0.1 -0.1 -0.1
C 0.1 -0.2 -0.1
C -0.2 0.1 0.0
C 0.1 0.1 0.0
C 0.0 0.2 -0.2
C 0.1 0.4 -0.1
H 0.1 0.1 0.0
H 0.0 0.0 0.0
H 0.1 0.0 0.1
H -0.1 0.0 0.1
H 0.1 0.0 0.0
H 0.0 -0.1 -0.1
H 0.0 0.0 0.0
H 0.0 0.1 0.1
H 0.0 0.0 0.0
H 0.0 0.0 0.0
H 0.0 0.1 0.0
H -0.1 0.0 -0.1
H -0.1 -0.1 0.0
H 0.0 0.0 0.1

Density functional theory data (ωB97M-V/def2-TZVPD) for a structure of composition C8H14N2PSn at a distorted geometry.

spin multiplicity = 1
LUMO level (spin up / spin down) = 2.37 / 2.37 eV
ΔE to the lowest compared entry with this formula, charge and spin = 0.0 kcal per mole
HOMO energy (spin up / spin down) = -1.495 / -1.493 eV
M = 287.9 g mol⁻¹
net charge = -1
Kohn-Sham gap (spin up / spin down) = 3.86 / 3.86 eV

Last column: Mulliken charge in e.
Geometry (Å):
Sn  -2.08309  1.02778  -0.56124  -0.06
P  -0.28355  2.83588  -1.08736  -0.22
N  -0.81817  0.66028  1.12204  -0.36
N  -0.00952  0.20278  3.41347  0.03
C  0.34373  -2.44503  -4.30900  -0.38
C  1.25978  -0.48707  3.70246  -0.82
C  0.28851  -1.11580  -2.42183  -0.17
C  -0.31456  -1.22608  -4.66150  -0.85
C  0.71786  -2.36974  -2.93245  -0.86
C  -0.38740  0.43101  2.20403  0.17
C  -0.86200  0.58959  4.55414  -0.78
C  -0.34650  -0.38968  -3.51556  -0.32
H  0.39727  -0.75239  -1.39957  0.31
H  -0.30488  3.35446  -2.42468  0.11
H  0.52566  -3.28665  -4.97271  0.37
H  2.11038  0.06824  3.28313  0.30
H  1.35160  -0.54328  4.78878  0.28
H  -0.36303  0.24522  5.46141  0.28
H  1.25886  -1.50006  3.27530  0.31
H  -0.44936  3.99402  -0.26393  0.07
H  -0.77559  0.61017  -3.44788  0.20
H  -0.71895  -0.98273  -5.64108  0.34
H  1.23950  -3.14019  -2.36878  0.34
H  -0.99404  1.68087  4.59415  0.29
H  -1.85216  0.11793  4.47617  0.30
H  1.06966  2.42048  -0.86750  0.10

Force components x, y, z for each atom (eV/Å):
Sn -0.7 -0.2 -0.4
P -0.5 -0.4 0.2
N 0.5 0.2 2.2
N 0.5 -0.1 1.7
C -0.1 0.6 0.5
C -0.1 -0.1 -0.3
C -0.3 0.3 -1.4
C 0.5 -0.3 0.7
C -0.4 0.6 -0.5
C -0.6 0.0 -2.9
C -0.1 0.2 -0.2
C 0.7 -1.1 0.7
H 0.0 -0.1 -0.3
H 0.2 0.0 0.7
H 0.0 0.1 0.1
H -0.2 -0.1 0.2
H 0.2 -0.1 -0.2
H -0.2 0.1 0.0
H 0.0 0.3 0.1
H 0.8 0.0 -0.6
H 0.0 -0.3 0.0
H 0.1 0.0 0.1
H -0.1 0.1 -0.1
H 0.0 -0.3 0.0
H 0.3 0.1 0.0
H -0.4 0.6 -0.2

Density functional theory data (ωB97M-V/def2-TZVPD) for the molecule C8H14N2S at a distorted geometry.

spin multiplicity = 1
LUMO level (spin up / spin down) = -0.96 / -0.95 eV
ΔE to the lowest compared entry with this formula, charge and spin = 120.3 kcal per mole
HOMO energy (spin up / spin down) = -7.941 / -7.941 eV
M = 170.3 g mol⁻¹
Kohn-Sham gap (spin up / spin down) = 6.98 / 6.99 eV

Last column: Mulliken charge in e.
Geometry (Å):
S  2.18992  -2.04247  0.89077  0.42
N  3.24976  -2.57417  1.91975  -0.65
N  0.77382  -1.47393  -1.83268  -0.50
C  1.81410  -2.24203  -1.74409  0.13
C  2.56505  -2.64741  -0.61183  -0.32
C  -1.08108  1.27636  0.09060  1.83
C  -0.12974  0.33717  -0.68694  -0.72
C  -0.71768  1.33146  1.64210  -1.31
C  -0.07619  -1.04861  -0.79312  -0.71
C  -2.49512  0.54615  0.13033  -1.46
C  -1.13552  2.66671  -0.55317  -1.92
H  2.32608  -2.46165  -2.79312  0.27
H  -2.65456  -0.06625  -0.82317  0.34
H  3.06349  -2.21284  2.78688  0.25
H  -0.24564  3.14264  -0.46876  0.59
H  -1.72814  3.40612  -0.04756  0.45
H  3.53686  -3.20604  -0.73989  0.29
H  -0.73908  0.26983  2.07150  0.31
H  -1.54488  2.03396  1.89895  0.37
H  -1.31533  2.71056  -1.69317  0.35
H  0.35522  0.80112  -1.51182  0.39
H  0.26674  1.80508  1.65381  0.38
H  -3.14222  1.46852  0.24585  0.38
H  -2.62833  0.04384  1.10611  0.36
H  -0.50751  -1.86412  -0.13729  0.47

Force components x, y, z for each atom (eV/Å):
S 1.1 -1.0 0.0
N 0.2 -0.9 -3.6
N 0.5 -1.4 -0.2
C -0.4 1.2 -2.9
C 1.2 -0.3 1.7
C -0.1 -3.1 0.7
C -1.6 -1.8 0.2
C -0.5 0.2 -2.2
C 1.0 1.9 0.6
C 0.0 2.0 -0.6
C -1.5 -1.2 -1.8
H -1.1 0.2 2.3
H -0.2 0.9 1.6
H -0.8 1.3 2.7
H 3.5 1.1 0.2
H -1.2 -0.1 0.3
H -1.3 0.6 0.3
H 0.0 1.9 -0.4
H 0.8 -0.7 1.2
H -0.2 -0.5 1.8
H 0.7 0.4 -0.5
H -0.1 -0.1 0.8
H -0.2 -1.4 -0.6
H 0.1 -0.5 -0.9
H 0.2 1.2 -0.6